The following is a DFT calculation (ωB97M-V/def2-TZVPD) of C31H50O3P2SY as an isolated structure.

Properties
HOMO level (eV): -10.4
M (g mol⁻¹): 653.66
LUMO (eV): -2.9
Energy relative to the best compared isomer or geometry (same formula, charge and spin) (kcal/mol): 19.9
Net charge: +1
Frontier orbital gap (eV): 7.44

Geometry as XYZ:
```
88
Properties=species:S:1:pos:R:3:mulliken_charge:R:1
C -0.45645 3.39660 -1.49946 -1.277
C 0.78587 0.98144 -3.65787 -0.098
H -5.98832 3.57192 5.21669 0.374
C -2.67528 0.65465 4.25249 -0.291
H -1.96764 -3.67755 3.27975 0.437
H 3.65926 1.96644 0.86900 0.315
C -3.87282 1.01471 4.86381 -0.738
H 3.63981 -2.78699 -3.08214 0.500
P 2.95969 -2.26421 -0.72363 0.949
H -1.52850 -2.03246 3.66463 0.227
C -2.12563 -2.63754 2.97048 -1.470
H 4.30020 -4.33044 -1.13087 0.452
H -4.63654 0.27668 5.09862 0.360
H -0.49220 0.69643 -1.85016 -1.574
C 0.49717 1.03504 -2.15815 2.457
C 4.79972 -0.26215 -1.74516 -1.296
O -0.03786 -0.39746 3.33749 -0.867
C -1.58626 -1.71793 -0.65338 1.923
C -4.17336 2.34659 5.13737 0.857
H -1.48729 2.81490 -5.20183 0.472
O -0.35014 1.13225 1.58378 -0.401
C 0.73975 2.47713 -1.62122 -0.227
C -5.54217 2.67552 5.66478 -1.401
H -3.72938 -0.16615 0.04886 0.587
H 5.06560 -1.34001 0.07959 0.426
H 0.66077 -2.85837 -2.06648 -0.457
H 4.71819 -0.47650 -2.81727 0.442
S -0.17683 1.12034 3.10447 1.503
H 1.19395 2.36131 -0.62874 0.381
C 4.35466 1.91734 0.02357 -1.443
C -3.00599 -0.24091 0.86627 -1.630
C -3.17359 3.30478 4.92596 -0.707
C -2.06416 -1.16753 -1.95262 -1.420
P 3.49977 0.99779 -1.31691 1.402
H 3.01236 2.45497 -3.25961 0.279
H -0.35230 4.27790 -0.84440 0.458
C -1.88848 2.21435 -3.15567 -0.252
H -3.34842 4.34617 5.22390 0.388
H 0.57203 -3.99406 2.25804 0.286
H -2.92492 2.31295 -3.51060 0.538
H 4.62518 1.77842 -3.44144 0.440
C -1.72146 1.61967 3.91081 -0.053
H 0.55687 -4.93908 0.76618 0.347
C -0.76783 -2.88011 -0.51897 0.605
H 0.59401 1.88482 -5.53724 0.497
H 1.44594 0.17047 -3.99128 0.191
H -3.50888 -0.36541 1.82774 0.381
H 2.23412 -1.68236 -2.98542 0.135
H 5.76789 0.23501 -1.57691 0.612
H -3.17626 -2.36240 3.11558 0.414
H 0.49359 -4.42335 -1.29215 0.594
H -0.78384 -5.07645 1.98662 0.471
H 5.28291 1.42094 0.32237 0.402
H -1.70239 1.13104 -3.09379 -0.232
C -0.07014 -3.55091 -1.63756 -1.156
C -0.94101 2.74922 -4.24485 -0.969
H 1.45354 2.97578 -2.28064 0.202
H -2.35778 -0.11637 -1.86436 0.301
C -1.67298 2.86862 -1.80252 -0.180
Y 0.21249 -1.13604 1.22710 1.459
O 0.88837 1.91590 3.64872 -0.615
H 3.91491 -4.12307 0.59901 0.378
C 0.23327 1.84921 -4.52436 -0.861
H 4.57808 2.93607 -0.30847 0.417
H -6.19957 1.82807 5.45461 0.364
C -1.73671 -2.45156 1.54827 0.947
C 3.91974 2.18963 -2.71389 -1.445
H -1.16624 3.68210 4.17393 0.462
H 2.66977 -4.70350 -0.52575 0.295
H -1.31166 -1.26328 -2.75136 0.373
H -5.51826 2.79811 6.75428 0.310
H -2.53139 -0.39130 4.02615 0.316
H 4.33802 3.09506 -2.27928 0.389
C -0.08661 -4.40401 1.47490 -1.723
C -1.95193 2.94655 4.32995 -0.638
H -0.60523 3.78270 -4.02962 0.354
H -2.61716 3.08559 -1.25768 0.386
H 1.13242 0.26992 -1.65986 -0.760
C 4.69198 -1.54059 -0.92862 -1.192
H 5.36123 -2.29537 -1.36383 0.503
H 2.07828 -3.44502 -2.71426 0.698
H -0.73488 -3.80373 -2.48314 0.366
C 2.71127 -2.56424 -2.54638 -1.581
C -2.14705 -1.42305 0.62291 -0.528
C -0.84608 -3.31636 0.82807 -0.052
H -2.43412 0.70305 0.88436 -0.017
H -2.98425 -1.64918 -2.32086 0.312
C 3.51557 -4.00714 -0.42040 -1.378
```



The following is a DFT calculation (ωB97M-V/def2-TZVPD) of a 4-piece molecular cluster, C36H77NO3PS overall.

Properties
HOMO level (eV): -11.2
M (g mol⁻¹): 635.06
LUMO (eV): -3.8
Net charge: +1
Frontier orbital gap (eV): 7.38

Geometry as XYZ:
```
119
Properties=species:S:1:pos:R:3:mulliken_charge:R:1
H -3.78049 -3.76447 -1.38492 0.287
H 4.37651 -5.01628 5.99731 0.282
H 6.93177 -7.30228 7.75873 0.382
H -8.06873 1.16406 -4.17142 0.434
S 0.69187 0.09792 1.34520 -0.351
H 5.38598 -0.44096 2.74888 0.359
H -2.85555 3.03316 0.70788 0.361
C 5.73531 -1.15697 4.75276 -0.315
C -5.09251 4.12803 -2.72523 -1.175
C 6.23762 -5.38248 4.92272 -0.035
H -4.17691 -1.19956 -2.48882 0.349
H -1.14263 -1.29488 -0.91561 0.622
H 5.19604 -1.73480 5.50975 0.253
H -5.94063 1.88981 -3.62056 0.514
H 6.60025 -4.27287 7.47515 0.056
H -4.82792 3.78204 -3.72347 0.571
H 2.28283 -1.55483 4.57606 0.243
H 5.52936 0.72243 5.80959 0.263
C 6.50271 -6.42682 7.26195 -0.701
C -1.12019 0.64193 -2.75268 -0.563
C 7.21470 0.90518 4.47987 -1.232
C 0.97249 2.10638 -6.12482 0.046
C -2.03950 2.71754 0.06306 -1.636
H -10.74411 -1.76675 -1.61169 0.288
C 6.76949 -6.54325 5.76042 -0.829
N -1.42558 0.79477 -1.31140 0.357
C -3.15330 -2.90243 -1.59307 -0.828
C -9.99897 0.31248 -2.93832 -0.776
C 3.61245 0.00808 3.87179 0.209
C 2.66234 -0.58483 4.90755 -1.169
H -4.42965 1.23778 0.04906 0.491
C -6.67984 2.11902 -2.85257 -0.075
H -7.27404 4.20683 -2.71706 0.570
H 6.32406 -7.47583 5.39980 0.367
C -6.47491 3.57867 -2.32938 -0.919
H -2.09171 -3.11359 -1.73104 0.205
H 8.04174 0.30089 4.10193 0.301
H 7.63967 1.76028 5.00674 0.384
H -4.40096 0.75709 -1.58226 -0.286
C -2.56453 1.75485 -1.02703 1.232
C -8.11701 1.91399 -3.37889 -0.950
H 3.90243 4.35676 -7.87734 0.373
H 1.71857 4.75871 -6.92955 0.334
C -3.62116 -1.60077 -1.63818 -0.502
H 3.05723 0.17003 2.94444 -0.185
H -6.55934 1.44161 -2.00613 -0.110
H 8.92430 -4.15428 8.34841 0.385
H 3.15040 -0.72186 5.87310 0.376
H 6.65670 1.29208 3.62553 0.287
H -2.19081 3.16948 -2.65075 0.481
H -3.51062 2.09253 -2.98354 0.607
C -4.00422 3.76648 -1.68711 -0.944
C 3.48403 3.57611 -7.23833 -0.371
H 2.93455 4.96752 -5.69606 0.392
O -1.40279 -1.92413 1.60094 -0.478
H 2.41556 2.79818 -4.69270 0.386
H 4.44802 -1.84805 3.18375 0.332
H 0.98748 3.80088 -4.79995 0.291
H 7.84450 -6.64020 5.58642 0.329
H -0.77690 1.55595 -3.22103 0.930
H 6.55395 -1.79999 4.41393 0.331
C 7.05697 -5.16290 7.91806 -0.124
H 3.94816 0.99426 4.20325 0.265
H 4.26665 2.06816 -5.86991 0.273
C 4.81111 -0.88751 3.56512 -0.892
H -3.51966 -1.08670 0.44971 0.759
H -8.50219 0.86081 -1.50187 0.388
C 6.32639 0.08724 5.41287 -0.548
H -10.40893 -0.44812 -0.47962 0.285
H -0.50890 1.05836 -0.90024 0.536
C -1.72965 -0.44797 -0.56145 -0.519
H 6.92078 -0.22877 6.27369 0.405
C -9.06808 1.36368 -2.28951 -0.381
H 5.35507 2.48863 -7.18511 0.382
C 4.72047 -5.23348 4.98485 -1.082
C -3.29365 -0.64430 -0.51486 -0.351
H 3.00764 2.85659 -7.91010 0.223
C 8.57669 -5.05265 7.83659 -1.224
H -1.28580 2.28148 0.71420 0.518
H 6.76255 -5.16478 8.97070 0.354
H 0.25573 3.22094 -7.85447 0.339
H -1.61583 3.60177 -0.40763 0.410
C -3.04008 2.66492 -2.18311 -1.579
H 6.70952 -4.44491 5.22997 -0.022
H 0.52816 1.44274 -5.37303 -0.100
C -3.75727 0.83039 -0.70369 -0.333
H -10.18983 0.65423 -3.95691 0.404
H -6.59282 3.54131 -1.24532 0.315
H -0.76677 -1.44531 -3.11503 0.252
C 1.70786 3.23532 -5.40360 -0.485
C -1.18892 -0.50056 -3.44079 -0.971
H 4.22724 -6.14575 4.64243 0.365
C 2.44389 4.21397 -6.31908 -0.919
H 9.05489 -5.91274 8.30916 0.308
H 8.92330 -4.99504 6.80361 0.282
H -0.87710 3.18280 -6.49776 0.264
H -9.42083 -0.61661 -3.01495 0.342
H -5.18852 5.21393 -2.74461 0.410
H 5.14078 3.60532 -5.83775 0.296
H 4.39376 -4.41282 4.34238 0.207
C -0.13673 2.59876 -7.05057 -1.278
H -1.65361 -0.47784 -4.42117 0.272
C -11.11700 -0.81129 -1.23338 -0.684
H 5.42584 -6.47714 7.44692 0.302
O -11.22372 0.14834 -2.27374 -0.395
H -0.65371 1.75655 -7.51332 0.400
H -8.56086 2.83335 -3.75334 0.322
H -4.50080 3.49256 -0.75836 0.483
H 1.80639 0.07456 5.06462 0.342
H -12.09554 -0.92239 -0.77801 0.271
H 6.52933 -5.54375 3.88139 0.406
P -1.15370 -0.40403 1.18803 0.278
H -1.27745 -2.02161 2.55644 0.410
H -9.66251 2.15189 -1.82949 0.297
C 4.62396 2.89523 -6.48615 -1.181
H -3.03132 0.34600 2.00842 0.414
O -2.08342 0.51549 2.10917 -0.485
H -3.41418 4.66021 -1.49437 0.592
H 1.67676 1.49277 -6.69099 0.354
```



The following is a DFT calculation (ωB97M-V/def2-TZVPD) of C19H43N2OP3SeW as an isolated structure.

Properties
<S²>: 2.022
HOMO level (alpha / beta) (eV): -19.0 / -19.0
M (g mol⁻¹): 671.29
LUMO (alpha / beta) (eV): -14.2 / -15.8
Spin multiplicity: 3
Energy relative to the best compared isomer or geometry (same formula, charge and spin) (kcal/mol): 65.4
Net charge: +4
Frontier orbital gap (alpha / beta) (eV): 4.81 / 3.20

Geometry as XYZ:
```
70
Properties=species:S:1:pos:R:3:lowdin_spin:R:1
H -0.77773 2.87945 3.30377 0.000
C 0.60960 0.04887 -4.97648 0.001
H -1.14258 -1.68531 0.21688 -0.005
H -0.68074 -3.91000 3.46077 0.000
C -0.19524 -1.90636 6.63194 0.115
C -3.80931 -0.94683 -0.93810 0.013
H -1.81123 -1.47237 -2.33143 0.007
H -4.68903 1.38272 0.19608 0.000
H 3.44708 1.20880 0.12747 0.000
C -1.07665 2.05295 2.64262 0.005
H 1.57753 0.92465 2.83645 0.000
H -3.50208 2.17362 -0.87736 0.000
H -0.36288 -2.73766 2.24217 0.002
C 1.62781 1.85408 2.24541 0.004
H -3.29873 2.29366 0.88871 0.000
C 0.83333 1.30312 -4.46076 0.005
H -0.78069 4.08174 0.37340 0.000
N -0.29550 -3.03233 3.21026 0.075
H 2.23309 -2.43561 1.12130 0.000
H 2.07099 -2.92657 -1.31954 0.001
H -3.72531 -0.77348 -2.01529 0.000
C 1.82978 0.67019 -6.98646 0.000
H -1.84795 -0.53528 2.26981 0.001
H 0.88832 -1.25326 -6.69241 0.000
H 0.32406 4.35532 1.75387 0.000
N -0.26173 -2.66750 5.42458 0.569
H -4.85581 -0.76839 -0.62876 0.001
H 1.64676 2.71122 2.93688 0.000
P 0.10199 1.98178 1.24165 0.010
H -3.61454 -0.31376 2.19326 0.000
H 0.12048 -2.80828 -0.48983 -0.001
H -3.56124 -1.98780 -0.71507 0.000
O 0.03338 -0.88010 4.01668 0.097
H 1.44438 -1.07970 1.92756 0.000
C 0.16583 3.77085 0.83351 0.001
H 2.65947 2.69877 -7.00048 0.000
C 3.20176 0.63907 -0.77005 0.000
H -2.11709 2.21379 2.34622 0.000
H 3.17567 -0.99565 1.59035 0.000
H -1.32604 2.51307 -2.99283 0.003
H 1.76360 3.23476 -4.74011 0.000
C -3.62761 1.64552 0.07483 0.002
C -0.41393 -1.89457 -0.62827 -0.032
C 1.58361 2.25157 -5.16006 0.000
H 0.99357 3.96601 0.13600 0.000
P 1.97759 -0.63555 -0.45080 0.037
H 2.20460 0.47027 -7.99540 0.000
C -0.76374 -1.32408 -1.97884 0.026
P -2.65075 0.11963 0.00624 0.028
H -0.07825 -1.64507 -2.78879 0.016
H -0.98667 1.11372 3.20622 0.000
H 1.88729 -1.76213 -2.64758 0.000
H 2.85109 1.33760 -1.53746 0.001
H 3.45435 -1.90627 -1.83765 0.002
W -0.22010 0.13776 -0.56480 0.861
H 2.54273 1.86566 1.65420 0.000
H 0.04705 -0.64514 -4.37676 0.000
C 1.10814 -0.27349 -6.25591 0.001
H -1.13599 -1.97238 7.17890 0.050
H -0.00910 -0.85450 6.35555 0.001
H 0.62366 -2.26348 7.27130 0.047
C 2.08408 1.94478 -6.43975 0.000
H -2.85555 -1.78228 1.53187 0.000
C 2.21582 -1.34217 1.19185 0.002
C -0.15009 -2.09691 4.19603 0.033
C 2.36951 -1.92727 -1.67354 0.023
H 4.10737 0.13818 -1.13321 0.000
H -0.38227 -3.66940 5.47154 0.007
C -2.73740 -0.69422 1.65019 0.004
Se -0.06183 1.82197 -2.55254 -0.017
```



The following is a DFT calculation (ωB97M-V/def2-TZVPD) of AsF6H16O8 as an isolated structure.

Properties
HOMO level (eV): -9.4
M (g mol⁻¹): 333.03
LUMO (eV): 2.3
Energy relative to the best compared isomer or geometry (same formula, charge and spin) (kcal/mol): 43.5
Net charge: -1
Frontier orbital gap (eV): 11.73

Geometry as XYZ:
```
31
Properties=species:S:1:pos:R:3:mulliken_charge:R:1
O 3.54290 -6.66301 0.96791 -0.641
H -6.73688 -0.18477 -0.52935 0.316
F 1.66509 -1.45666 -0.65384 -0.469
H 4.61930 4.85539 3.45383 0.318
H 0.64166 -5.01112 4.41260 0.328
O -2.65423 -0.70458 -5.78751 -0.654
F -0.66429 -0.59536 -0.75542 -0.543
H 1.91297 -5.08333 5.23142 0.315
H -2.93294 0.23646 3.97429 0.336
F 0.21698 1.71527 0.18309 -0.505
H -5.44290 -0.42550 -1.27737 0.332
H -0.96220 6.27624 2.11308 0.333
H -3.39822 -0.67957 -5.18577 0.317
H 3.65602 -5.81339 1.39406 0.320
O -3.68108 0.62272 4.42962 -0.650
O -6.39341 -0.42346 -1.39033 -0.648
O -1.31176 6.99178 2.64416 -0.649
H -2.25761 6.84503 2.65188 0.316
F 1.25324 0.71413 -1.88750 -0.495
H 5.14096 4.24864 2.16868 0.334
H 1.74289 -0.06447 -8.72937 0.317
H 1.61384 1.25689 -8.00187 0.326
As 0.97471 0.10517 -0.21256 2.013
O 1.04551 -5.47840 5.14390 -0.643
F 2.59104 0.80944 0.26040 -0.512
O 5.29992 4.96010 2.78898 -0.652
H -4.07793 -0.10874 4.90259 0.314
F 0.66037 -0.45989 1.45566 -0.490
H 3.62664 -6.47559 0.03298 0.322
H -1.88762 -0.77412 -5.21856 0.338
O 2.19706 0.76472 -8.57968 -0.643
```



Question: The highest net charge belongs to which entry?
Answer: C19H43N2OP3SeW



Question: Which of these has the lowest net charge?
Answer: AsF6H16O8